{
  "formula": "C21H39MnN2O2P3",
  "method": "ωB97M-V/def2-TZVPD",
  "lumo_energy_ha": [-0.4253, -0.5578],
  "homo_energy_ev": [-19.1, -19.2],
  "charge": 4,
  "spin_multiplicity": 4,
  "e_tot_ha": -3256.94648,
  "homo_lumo_gap_ev": [7.501, 4.016],
  "s_squared": 3.9072,
  "species": ["P", "C", "H", "H", "H", "C", "H", "H", "H", "C", "H", "H", "H", "P", "C", "H", "H", "H", "C", "H", "H", "H", "C", "H", "H", "H", "P", "C", "H", "H", "H", "C", "H", "H", "H", "C", "H", "H", "H", "Mn", "C", "O", "C", "O", "C", "C", "C", "C", "C", "C", "H", "H", "H", "H", "H", "H", "C", "C", "N", "C", "C", "N", "H", "H", "H", "H", "H", "H"],
  "coordinates": [[3.558, -0.462, 0.188], [3.810, -0.382, 2.000], [4.825, -0.060, 2.314], [3.658, -1.376, 2.467], [3.090, 0.318, 2.472], [3.677, -2.118, -0.526], [3.400, -2.027, -1.590], [2.956, -2.776, -0.015], [4.685, -2.552, -0.436], [4.555, 0.749, -0.719], [5.613, 0.469, -0.825], [4.520, 1.731, -0.222], [4.125, 0.858, -1.724], [-0.991, 3.399, -0.462], [-0.893, 3.753, 1.315], [-1.252, 4.756, 1.611], [0.146, 3.622, 1.664], [-1.466, 2.986, 1.865], [0.014, 4.595, -1.379], [0.010, 4.307, -2.440], [1.064, 4.511, -1.065], [-0.307, 5.639, -1.279], [-2.711, 3.614, -0.990], [-3.022, 4.656, -1.135], [-3.408, 3.121, -0.300], [-2.816, 3.069, -1.939], [-2.712, -2.296, 0.203], [-3.232, -2.156, 1.948], [-4.069, -2.841, 2.204], [-3.573, -1.126, 2.195], [-2.405, -2.404, 2.646], [-4.075, -2.091, -0.967], [-4.832, -2.886, -0.891], [-3.653, -2.095, -1.981], [-4.568, -1.124, -0.787], [-1.760, -3.781, -0.181], [-2.429, -4.589, -0.518], [-1.197, -4.114, 0.706], [-1.059, -3.500, -0.987], [0.189, -0.603, -1.890], [1.640, 0.026, -0.407], [1.274, 0.991, 0.264], [-1.370, -0.887, -0.436], [-1.590, 0.150, 0.199], [-1.291, -0.374, -3.226], [-0.657, -1.668, -3.289], [0.789, -1.739, -3.280], [1.550, -0.515, -3.349], [0.887, 0.752, -3.189], [-0.530, 0.816, -3.194], [-2.377, -0.310, -3.261], [-1.248, -2.568, -3.316], [1.295, -2.711, -3.212], [2.614, -0.574, -3.473], [1.443, 1.697, -3.160], [-1.029, 1.809, -3.166], [-0.095, -0.056, 3.794], [0.371, -1.364, 3.294], [0.511, -1.751, 2.032], [0.958, -3.049, 2.063], [1.097, -3.461, 3.363], [0.720, -2.380, 4.134], [-1.075, -0.162, 4.283], [0.617, 0.345, 4.530], [-0.186, 0.629, 2.947], [1.151, -3.609, 1.150], [1.419, -4.413, 3.773], [0.693, -2.317, 5.152]],
  "lowdin_charge": [0.9195, -0.1739, 0.0878, 0.0523, 0.0577, -0.1828, 0.0494, 0.0368, 0.0865, -0.1686, 0.0872, 0.0820, 0.0551, 1.0041, -0.2151, 0.0950, 0.0603, 0.0534, -0.2079, 0.0564, 0.0657, 0.0922, -0.2075, 0.0917, 0.0682, 0.0468, 0.9171, -0.1662, 0.0904, 0.0782, 0.0442, -0.1665, 0.0892, 0.0549, 0.0817, -0.1857, 0.0860, 0.0438, 0.0406, 0.4761, -0.3008, -0.1186, -0.3032, -0.1206, -0.0914, -0.0953, -0.1185, -0.0646, -0.0967, -0.0746, 0.1468, 0.1370, 0.1568, 0.1339, 0.1537, 0.1379, 0.0579, -0.3060, 0.1695, -0.0282, 0.1061, 0.1932, 0.1274, 0.1265, 0.0851, 0.1300, 0.1735, 0.2073]
}


{
  "formula": "C21H39N8Pt",
  "method": "ωB97M-V/def2-TZVPD",
  "lumo_energy_ha": [-0.1019, -0.1012],
  "homo_energy_ev": [-9.9, -9.8],
  "charge": 1,
  "spin_multiplicity": 1,
  "e_tot_ha": -1380.71531,
  "homo_lumo_gap_ev": [7.098, 7.092],
  "de_lowest_kcal_mol": 28.0,
  "species": ["Pt", "C", "N", "C", "C", "N", "C", "C", "N", "C", "C", "N", "C", "N", "C", "C", "C", "N", "C", "H", "H", "H", "H", "H", "H", "H", "H", "H", "H", "H", "H", "H", "H", "H", "H", "H", "H", "H", "H", "H", "H", "H", "H", "C", "C", "C", "C", "H", "H", "H", "H", "H", "H", "H", "H", "H", "N", "C", "C", "C", "C", "C", "N", "H", "H", "H", "H", "H", "H"],
  "coordinates": [[-0.049, -0.211, -0.197], [-0.770, 4.664, -1.563], [0.110, 3.760, -2.281], [0.344, 4.036, -3.691], [1.101, 2.802, -4.169], [0.910, 1.859, -3.083], [1.597, 0.596, -3.159], [0.460, 2.482, -1.949], [0.446, 1.935, -0.767], [0.101, 2.699, 0.421], [0.746, 2.084, 1.657], [0.218, 0.747, 1.881], [0.339, 0.145, 3.026], [-0.290, -1.032, 3.309], [-1.107, -1.799, 2.406], [0.281, -1.665, 4.480], [0.901, -0.475, 5.198], [1.103, 0.488, 4.118], [1.557, 1.810, 4.515], [-1.377, 5.202, -2.292], [-0.212, 5.403, -0.984], [-1.446, 4.125, -0.906], [0.917, 4.956, -3.813], [-0.608, 4.159, -4.216], [2.166, 3.013, -4.315], [0.705, 2.402, -5.103], [1.333, 0.103, -4.096], [1.286, -0.038, -2.334], [2.685, 0.723, -3.129], [-0.982, 2.707, 0.589], [0.460, 3.729, 0.352], [0.524, 2.758, 2.485], [1.832, 2.056, 1.504], [-1.720, -1.130, 1.805], [-1.765, -2.437, 2.998], [-0.515, -2.439, 1.744], [1.031, -2.414, 4.194], [-0.491, -2.155, 5.072], [1.855, -0.712, 5.668], [0.223, -0.073, 5.959], [2.076, 1.706, 5.465], [0.730, 2.509, 4.665], [2.260, 2.229, 3.801], [-2.742, -2.439, -0.794], [-2.575, -1.245, -1.735], [-3.950, -0.841, -2.284], [-1.968, -0.051, -1.029], [-3.180, -3.290, -1.319], [-3.405, -2.170, 0.032], [-1.787, -2.755, -0.375], [-1.945, -1.525, -2.586], [-4.623, -0.591, -1.461], [-4.385, -1.666, -2.850], [-3.880, 0.026, -2.943], [-2.603, 0.240, -0.185], [-1.877, 0.799, -1.711], [2.370, -1.936, 1.001], [1.806, -2.810, 0.106], [2.168, -4.164, 0.133], [1.575, -5.037, -0.748], [0.658, -4.553, -1.676], [0.367, -3.210, -1.655], [0.892, -2.346, -0.773], [3.226, -2.211, 1.450], [2.276, -0.958, 0.792], [2.912, -4.502, 0.842], [1.832, -6.087, -0.725], [0.195, -5.208, -2.398], [-0.321, -2.782, -2.373]],
  "lowdin_charge": [0.8857, -0.0356, -0.0795, -0.1118, -0.1142, -0.1009, -0.0455, -0.3440, -0.0175, -0.2511, -0.2435, -0.0206, -0.3606, -0.1004, -0.0556, -0.1182, -0.1198, -0.0799, -0.0444, 0.0939, 0.0942, 0.0819, 0.1282, 0.1256, 0.1279, 0.1266, 0.0953, 0.0236, 0.0973, 0.1131, 0.1097, 0.1012, 0.1190, 0.0641, 0.0994, 0.0677, 0.1249, 0.1265, 0.1259, 0.1302, 0.0927, 0.0972, 0.0817, -0.0889, -0.5025, -0.0766, -0.2173, 0.0865, 0.0853, 0.0354, 0.1108, 0.0842, 0.0826, 0.0777, 0.0749, 0.0530, 0.1369, -0.3847, -0.0168, -0.0510, -0.0568, -0.1469, 0.0117, 0.1057, 0.0645, 0.1152, 0.1169, 0.1105, 0.0994]
}


{
  "formula": "C21H40BrN6Si2",
  "method": "ωB97M-V/def2-TZVPD",
  "lumo_energy_ha": -0.2262,
  "homo_energy_ev": -7.8,
  "charge": 1,
  "spin_multiplicity": 1,
  "e_tot_ha": -4304.83235,
  "homo_lumo_gap_ev": 1.598,
  "species": ["N", "C", "N", "N", "C", "N", "C", "C", "C", "C", "C", "C", "N", "C", "C", "C", "Br", "C", "C", "C", "C", "H", "H", "H", "H", "H", "H", "H", "H", "H", "H", "H", "H", "H", "H", "H", "H", "H", "H", "H", "H", "H", "H", "C", "Si", "C", "C", "N", "Si", "C", "C", "C", "H", "H", "H", "H", "H", "H", "H", "H", "H", "H", "H", "H", "H", "H", "H", "H", "H", "H"],
  "coordinates": [[-3.769, -7.276, 0.622], [-2.851, -8.494, 0.422], [-2.581, -9.100, 1.781], [-3.682, -9.521, -0.359], [-1.459, -8.057, -0.394], [-1.238, -6.580, -0.006], [-0.683, -6.364, 1.402], [-0.430, -4.841, 1.998], [-0.828, -3.599, 0.955], [-0.647, -2.064, 1.509], [0.004, -0.809, 0.670], [0.030, 0.657, 1.429], [-0.519, 0.842, 2.837], [-0.508, 2.232, 3.465], [-1.800, 3.113, 2.876], [-3.086, 2.184, 2.460], [-4.707, 3.222, 1.882], [-1.099, -0.280, 3.701], [-1.187, -1.789, 3.068], [-1.396, -3.869, -0.585], [-1.577, -5.474, -0.990], [-3.486, -6.721, 1.459], [-4.740, -7.632, 0.857], [-1.599, -9.458, 1.772], [-2.646, -8.405, 2.558], [-4.497, -9.810, 0.261], [-4.126, -9.036, -1.173], [-0.529, -8.720, -0.077], [-1.686, -8.175, -1.558], [-0.432, -7.309, 2.083], [-0.006, -4.640, 3.092], [0.422, -0.998, -0.426], [0.479, 1.616, 0.901], [-0.569, 2.193, 4.647], [0.452, 2.829, 3.083], [-2.120, 3.823, 3.750], [-1.473, 3.735, 1.926], [-3.373, 1.547, 3.427], [-2.838, 1.365, 1.628], [-1.516, -0.088, 4.792], [-1.653, -2.665, 3.690], [-1.667, -2.972, -1.293], [-1.995, -5.738, -2.070], [3.417, 2.844, -0.133], [2.772, 4.393, -1.006], [3.368, 5.871, -0.019], [0.900, 4.333, -0.925], [3.378, 4.383, -2.639], [2.988, 5.662, -3.753], [3.615, 7.335, -3.186], [1.149, 5.797, -4.091], [3.833, 5.279, -5.400], [3.058, 2.814, 0.899], [3.071, 1.940, -0.644], [4.511, 2.838, -0.116], [3.166, 5.719, 1.046], [2.858, 6.789, -0.319], [4.446, 6.014, -0.139], [0.504, 3.554, -1.583], [0.453, 5.289, -1.207], [0.575, 4.109, 0.096], [3.020, 7.730, -2.359], [3.555, 8.058, -4.005], [4.660, 7.274, -2.866], [0.717, 4.815, -4.309], [0.972, 6.442, -4.958], [0.614, 6.234, -3.245], [3.477, 4.327, -5.805], [4.918, 5.223, -5.275], [3.613, 6.064, -6.128]],
  "lowdin_charge": [0.0274, -0.5628, 0.0460, 0.0307, -0.0636, -0.1254, 0.0260, 0.0370, -0.1059, -0.1220, 0.0467, 0.0647, -0.1369, -0.1517, -0.2285, -0.6356, 0.5615, 0.0273, 0.0269, 0.0501, 0.0564, 0.0612, 0.0981, 0.0725, 0.0756, 0.0944, 0.0784, 0.1487, 0.1483, 0.1345, 0.1196, 0.1231, 0.1298, 0.1445, 0.1452, 0.1216, 0.1150, 0.0764, 0.0775, 0.1422, 0.1011, 0.1147, 0.1454, -0.2058, 0.2762, -0.1831, -0.1888, -0.1348, 0.2842, -0.1842, -0.1869, -0.1989, 0.0027, 0.0132, 0.0286, 0.0245, 0.0163, 0.0367, 0.0304, 0.0200, -0.0043, 0.0125, 0.0319, 0.0338, 0.0292, 0.0321, 0.0116, 0.0216, 0.0239, 0.0214]
}